1.
# C40H64ClF3N10O7P3SW

C40H64ClF3N10O7P3SW as an isolated structure (ωB97M-V/def2-TZVPD, OMol25).

```
130
Properties=species:S:1:pos:R:3:forces:R:3:mulliken_spin:R:1
W 0.9201 0.5022 0.9887 0.12 -1.54 -0.12 0.763
Cl -0.2944 7.7226 1.7171 0.00 0.01 0.00 0.000
S 3.9292 1.6023 1.6545 0.03 0.08 -0.06 0.000
P -2.6731 0.7757 1.3786 0.00 0.08 0.24 -0.012
P -2.7581 -2.3906 2.0358 0.22 0.14 0.27 0.001
P 1.1488 -0.5313 -2.2252 -0.09 -0.06 -0.05 -0.012
F 5.7113 2.2397 -0.1785 -0.03 -0.02 -0.04 0.000
F 5.5582 0.1115 0.1703 0.00 0.00 0.02 -0.001
F 6.5463 1.3798 1.6173 -0.01 0.01 -0.01 0.000
O 3.0810 0.5045 1.0551 -0.46 0.33 -0.31 0.020
O -1.2159 1.0078 1.0964 0.36 -0.42 -0.30 0.036
O 0.8414 2.1977 0.1760 0.44 1.11 -0.41 -0.001
O 3.4774 2.9021 1.2471 0.08 0.01 0.05 0.001
O 4.2105 1.3762 3.0386 -0.02 -0.07 0.02 0.001
O -3.1331 -0.6562 1.7550 -0.11 0.00 -0.46 0.004
O 0.0529 -0.8161 2.0872 -0.26 -0.34 0.46 0.082
N 1.0966 -0.4514 -0.6446 -0.22 0.60 0.12 0.096
N -2.8107 -2.9799 0.4784 -0.24 0.03 0.08 -0.002
N 1.0515 1.6348 2.8723 -0.07 0.31 0.27 -0.064
N 1.7885 0.8477 -2.8639 0.08 -0.05 -0.01 0.002
N -3.0759 1.7409 2.6679 -0.04 0.02 0.00 -0.001
N -0.3341 -0.7560 -2.9467 0.02 0.01 0.10 0.015
N 1.4123 -1.0276 2.4640 -0.16 0.18 0.00 0.048
N -3.5368 1.2681 0.0678 0.01 -0.04 0.14 0.003
N -4.2112 -2.7759 2.7409 0.01 -0.06 -0.07 0.001
N 2.0133 -1.8345 -2.7859 0.01 0.01 0.11 0.014
C -4.8754 0.8048 -0.2601 -0.02 0.00 -0.01 0.001
C 2.4927 -2.7035 4.4476 0.00 0.00 0.00 0.419
C 0.2923 5.1473 2.2587 -0.01 0.02 -0.05 0.001
C -1.3340 0.2886 -2.6778 0.03 -0.01 0.01 -0.003
C -4.1571 -3.5095 3.9990 0.02 0.00 0.03 0.001
C -1.6378 -2.6212 -0.3022 0.08 -0.08 -0.04 -0.014
C 0.0504 6.0838 1.2797 0.00 -0.01 0.06 -0.002
C 3.4840 -1.6862 -2.8301 -0.01 0.02 -0.04 0.007
C 0.3637 4.4123 -0.4188 -0.04 0.08 0.02 -0.010
C 1.4541 1.2864 -4.2207 -0.06 0.01 0.02 -0.003
C 3.6889 2.3790 -4.4490 0.01 -0.01 0.01 0.000
C 3.8794 -4.0573 -2.0565 -0.01 0.02 0.00 0.001
C 0.0913 5.7195 -0.0623 0.02 -0.04 -0.04 0.006
C 1.4187 0.8442 4.0122 0.01 0.00 -0.02 -0.007
C 4.0244 1.9135 -3.0358 -0.04 -0.01 0.00 0.003
C 1.5587 -3.1617 -2.3214 -0.01 0.02 -0.05 0.008
C -5.5380 -2.2893 2.4133 0.01 -0.03 0.00 0.000
C -0.4942 -1.5271 -4.1977 0.01 -0.07 0.05 0.003
C 2.3552 -3.1463 3.1344 0.01 0.02 -0.03 -0.127
C 2.3199 -0.8247 6.0633 0.00 -0.01 -0.01 0.077
C 2.1490 -1.3576 4.7768 0.00 0.04 0.00 -0.077
C 1.8345 -2.3421 2.1662 0.02 -0.02 -0.03 0.330
C 1.5807 1.3362 5.2975 0.01 -0.06 0.00 0.091
C 2.0209 0.4944 6.3159 0.00 0.02 -0.01 -0.034
C -4.5019 1.9256 2.9242 0.04 0.04 -0.02 0.000
C -2.7673 -0.1633 -2.9625 0.08 0.03 -0.07 -0.003
C 0.8636 2.9046 2.9876 0.03 -0.12 0.02 0.035
C 5.5400 1.3101 0.7577 0.00 -0.04 0.00 0.000
C -2.3387 1.4793 3.9028 0.01 -0.02 -0.03 -0.002
C -1.6071 -0.9544 -5.0589 0.01 0.01 0.00 0.000
C 0.5899 3.4517 0.5600 -0.13 -0.24 0.06 0.005
C 0.5552 3.8154 1.9146 0.02 0.01 -0.03 0.022
C -3.9977 -3.2756 -0.3032 0.03 0.07 -0.05 0.000
C 2.7620 1.7214 -2.2013 0.03 -0.02 0.00 0.004
C 2.6858 1.4356 -5.1029 0.01 0.02 0.01 0.000
C -3.2428 2.6130 -0.4277 0.03 -0.03 -0.02 0.002
C 2.5578 -3.7561 -1.3396 0.02 0.02 -0.01 -0.024
C -2.9104 -0.9596 -4.2740 0.01 0.00 0.01 0.001
C 4.1236 -3.0240 -3.1668 0.00 0.00 0.00 0.001
C 1.6626 -0.5087 3.7768 0.06 0.02 0.05 0.137
H -3.8685 3.3656 0.0642 0.00 0.00 -0.01 0.000
H -1.1175 1.1836 -3.2746 0.02 0.01 0.00 0.002
H 2.8809 -3.3543 5.2172 0.00 0.00 0.00 0.010
H 3.8561 -5.0598 -2.4868 0.00 -0.01 0.00 0.000
H -5.6324 1.5526 -0.0030 0.00 -0.01 0.03 0.000
H 3.1390 0.4543 -5.2715 0.00 -0.01 0.01 0.000
H 0.5731 -3.0531 -1.8677 0.02 0.00 0.01 0.001
H -1.2417 0.5822 -1.6282 -0.01 0.01 -0.03 0.006
H 2.6990 -1.4636 6.8499 0.00 0.00 0.00 0.001
H 1.4442 -3.8238 -3.1863 -0.03 -0.02 0.02 0.000
H 2.9954 1.3100 -1.2239 0.02 0.01 0.00 0.016
H 2.3770 1.8173 -6.0785 0.00 -0.01 0.00 0.000
H -0.7470 -2.6561 0.3265 0.01 0.00 0.02 0.002
H 3.2527 3.3831 -4.4019 0.00 0.01 0.00 0.000
H -2.1963 2.8572 -0.2558 -0.01 0.00 0.00 -0.001
H -4.9478 0.6103 -1.3316 0.00 0.01 0.01 0.000
H -1.5189 -3.3302 -1.1236 0.00 -0.01 -0.01 0.002
H 0.9552 2.2637 -4.1494 -0.01 0.00 0.00 0.001
H -3.7266 -0.5636 -4.8785 0.00 0.00 0.00 0.000
H -0.0847 6.4677 -0.8231 -0.01 0.00 0.00 0.000
H -4.7760 -3.6827 0.3342 -0.03 -0.01 0.05 0.000
H 0.4023 4.1145 -1.4580 0.00 0.00 0.00 0.001
H 2.1553 0.8974 7.3101 0.00 0.00 0.00 0.000
H 0.4498 -1.5587 -4.7415 0.00 0.00 -0.01 -0.001
H -4.9637 1.0249 3.3471 -0.01 0.00 0.01 0.000
H 1.6568 -2.6314 1.1427 0.01 0.01 0.03 0.112
H 2.1466 -4.6522 -0.8714 0.00 -0.01 0.00 0.001
H 2.2912 2.6984 -2.0398 0.01 -0.01 0.03 0.001
H -4.5772 -2.9137 4.8153 0.00 0.00 0.00 0.000
H 1.4054 2.3751 5.5320 0.00 0.01 -0.01 0.001
H -4.7222 -4.4420 3.9267 0.00 0.01 0.00 0.000
H 0.9549 3.3728 3.9634 0.02 -0.01 0.01 -0.009
H 5.1909 -2.8767 -3.3334 0.00 -0.01 0.00 0.000
H -3.1382 -0.7492 -2.1261 -0.04 -0.08 0.12 0.000
H 0.7454 0.5906 -4.6634 0.03 0.04 -0.01 0.000
H 2.7323 -3.0181 -0.5525 -0.02 -0.03 0.00 0.007
H 3.7044 -3.3746 -4.1131 0.00 0.00 0.00 0.000
H -1.3010 1.2489 3.6766 0.00 0.00 0.01 0.001
H -1.6963 -1.5593 -5.9622 0.00 0.00 0.00 0.000
H -6.2364 -3.1190 2.2719 0.00 0.00 0.00 0.000
H 0.2796 5.4430 3.2999 0.01 0.00 0.01 0.001
H 3.7304 -0.9543 -3.5954 0.00 0.02 0.00 0.002
H -1.3592 0.0612 -5.3813 0.01 0.00 -0.02 0.000
H 4.5877 0.9779 -3.0749 0.01 0.00 0.01 0.000
H -3.4376 2.6499 -1.4998 0.00 -0.01 -0.05 0.000
H 4.6997 -4.0406 -1.3372 0.00 0.00 0.00 0.000
H -1.6991 -1.6150 -0.7192 -0.01 0.10 -0.08 0.010
H -3.1252 -3.7565 4.2445 0.00 0.00 0.01 0.000
H -4.3890 -2.3977 -0.8322 -0.02 0.03 0.01 0.000
H 3.8784 -1.3117 -1.8748 0.01 -0.01 0.00 -0.007
H -5.0258 2.1956 2.0102 0.00 0.01 0.00 0.000
H -5.5204 -1.6986 1.5054 0.01 0.03 -0.08 0.000
H -5.9219 -1.6605 3.2232 0.00 0.01 -0.01 0.000
H 4.5946 2.4569 -5.0516 0.00 0.01 0.00 0.000
H -4.6268 2.7429 3.6346 -0.01 -0.01 0.01 0.000
H -3.7482 -4.0318 -1.0502 0.00 0.01 0.00 0.000
H -5.0976 -0.1128 0.2722 -0.01 -0.07 0.02 0.000
H -3.1657 -1.9986 -4.0484 -0.01 0.00 0.00 0.000
H -2.7672 0.6341 4.4554 0.00 0.00 0.00 0.000
H 4.6595 2.6461 -2.5388 0.03 0.01 0.05 0.000
H -2.3769 2.3641 4.5405 0.01 0.00 0.00 0.000
H 2.6545 -4.1481 2.8589 0.00 0.00 0.00 0.001
H -3.3807 0.7379 -3.0065 -0.01 0.03 0.03 0.000
H -0.7516 -2.5641 -3.9496 0.02 0.00 -0.02 0.000
```
Positions in Å, forces in eV/Å.

highest occupied orbital energy (spin up / spin down): -9.25 / -10.75 eV
LUMO (spin up / spin down): -3.1 / -3.4 eV
HOMO-LUMO gap (spin up / spin down): 6.11 / 7.36 eV
energy relative to the best compared isomer or geometry (same formula, charge and spin): 4.8915 eV
total charge: +1
DFT total energy: -132955.593 eV
<S²>: 2.0469
spin multiplicity: 3



2.
# C40H64N6O9

C40H64N6O9 in the gas phase (ωB97M-V/def2-TZVPD, OMol25).

```
119
Properties=species:S:1:pos:R:3:forces:R:3:nbo_charge:R:1
O -2.4765 -2.2515 -1.5657 -0.37 -0.27 -0.04 -0.688
O 1.2858 -0.7544 0.4837 0.17 -0.05 -0.09 -0.408
O 0.4610 -4.6908 3.8365 -0.23 -0.07 0.05 -0.528
O -0.0718 2.0221 -1.5853 0.21 -0.18 -0.40 -0.665
O -4.1936 5.1792 -4.3580 -0.01 -0.15 0.07 -0.543
O -3.0137 6.9855 -3.6353 0.16 0.27 -0.27 -0.673
O -2.4320 -0.2375 -0.4965 0.04 0.16 0.01 -0.551
O 6.1153 -1.6985 2.3891 -0.02 0.21 0.20 -0.540
O 2.3753 -3.8354 2.9522 0.34 0.19 0.16 -0.682
N -0.7922 -0.7746 -1.8777 0.08 0.20 0.03 -0.655
N -3.4613 5.2600 -2.2507 -0.11 -0.10 0.09 -0.454
N -0.3728 -1.4215 1.7348 0.28 -1.34 -0.11 -0.324
N 0.0180 2.5692 0.5907 0.27 -0.07 0.26 -0.615
N 0.4801 -4.0544 1.7251 -0.18 -0.04 -0.09 -0.614
N -0.3188 -0.0754 1.8021 0.33 1.44 -0.14 -0.316
C 7.0171 -3.8092 1.9160 -0.21 0.37 -0.04 -0.613
C 1.0134 -4.9410 5.1531 0.29 -0.07 0.57 0.273
C -4.4013 5.6968 -5.6931 -0.06 0.26 -0.62 0.277
C 0.9384 -3.2180 0.6346 0.27 -0.27 -0.12 -0.109
C 1.2111 -4.1507 2.8722 -0.29 -0.14 -0.33 0.913
C -4.8429 -0.5357 -0.6549 0.35 -0.02 0.02 -0.641
C -3.5189 -1.7764 1.0909 0.12 0.11 -0.18 -0.660
C -2.6236 5.7942 -1.2016 0.32 0.27 -0.06 -0.220
C -1.9602 -1.1787 -1.3369 0.25 0.13 -0.10 0.903
C -0.1108 -1.5289 -2.9055 0.16 -0.11 0.01 -0.231
C 7.0640 -2.0169 0.1585 -0.18 -0.01 0.36 -0.639
C 5.1346 -0.7435 2.3033 -0.17 0.17 0.07 0.285
C 1.4587 -3.6257 5.7919 -0.06 -0.12 -0.28 -0.643
C 3.1190 1.1876 2.2156 0.00 0.15 0.16 -0.052
C 6.2528 -2.6341 1.3047 0.11 -0.49 -0.54 0.274
C 1.9756 2.1502 2.0420 0.05 -0.10 -0.25 -0.409
C -2.6890 2.9779 -1.8732 -0.18 0.08 0.23 -0.409
C 4.3138 1.3811 1.5366 -0.13 0.00 0.05 -0.200
C 5.3215 0.4359 1.5890 0.16 -0.24 0.00 -0.258
C 1.1436 1.6919 0.8322 0.18 0.12 -0.14 -0.055
C -3.5074 5.8953 -3.4509 -0.14 0.02 0.23 0.907
C -3.8968 3.8993 -2.0313 -0.01 -0.36 -0.16 -0.216
C 0.5786 -1.8039 0.9473 -0.27 0.16 0.47 0.479
C 2.9597 0.0337 2.9734 0.07 0.08 0.00 -0.226
C 0.3510 -3.7400 -0.6878 0.23 -0.03 -0.08 -0.410
C -0.5587 2.6035 -0.6335 -0.43 0.42 0.49 0.729
C -3.6326 -0.4868 0.2783 -0.58 -0.17 0.26 0.278
C 4.8884 -3.0985 0.7906 0.22 0.15 0.26 -0.664
C 2.1724 -5.9329 5.0659 -0.16 0.21 -0.20 -0.644
C -1.7939 3.4762 -0.7370 0.17 -0.13 -0.48 -0.311
C -5.1995 6.9990 -5.6435 0.20 -0.17 0.20 -0.645
C -0.1541 -5.5464 5.9328 0.21 0.19 -0.37 -0.614
C 1.2579 -2.0570 -2.4464 -0.09 -0.16 -0.15 -0.405
C -3.7125 0.7098 1.2271 0.19 -0.30 -0.31 -0.622
C 0.6676 0.2957 1.0569 -0.51 -0.09 0.14 0.463
C 1.2255 -3.4923 -1.9175 -0.12 0.23 0.07 -0.392
C -3.0601 5.9004 -6.3975 -0.11 0.00 0.30 -0.645
C -5.2092 4.6000 -6.3894 0.23 0.21 0.36 -0.614
C -1.3768 4.9271 -1.0158 -0.26 0.05 0.17 -0.389
C 3.9505 -0.9268 3.0127 0.26 -0.12 -0.08 -0.186
H 0.6374 -2.9124 5.7841 -0.09 0.07 0.05 0.215
H -6.1485 4.4396 -5.8666 -0.13 -0.02 0.03 0.214
H 2.3380 3.1623 1.8573 -0.04 0.02 0.02 0.223
H 6.2539 0.6090 1.0743 0.11 -0.02 -0.03 0.222
H -5.4237 7.3294 -6.6538 -0.05 0.00 -0.13 0.212
H -2.3473 6.8112 -1.4837 -0.07 -0.12 0.14 0.251
H -2.4863 6.6718 -5.8917 0.04 0.02 -0.05 0.243
H 4.2822 -3.4745 1.6120 -0.08 -0.05 0.01 0.246
H 6.4946 -1.2375 -0.3426 -0.03 0.08 -0.07 0.209
H 2.2945 -3.2038 5.2412 0.05 0.04 0.03 0.234
H -0.9863 -4.8482 5.9564 -0.10 0.08 0.04 0.217
H 7.2133 -4.5679 1.1639 0.03 -0.08 -0.09 0.206
H 1.8449 -6.8474 4.5762 -0.03 -0.12 -0.01 0.212
H 2.9922 -5.5044 4.4964 0.06 -0.02 0.03 0.239
H -4.5038 3.8798 -1.1172 -0.03 -0.04 -0.05 0.184
H -4.9213 0.3865 -1.2280 -0.04 0.12 -0.04 0.202
H -2.3419 3.4394 0.2103 0.00 -0.01 0.04 0.206
H -4.6502 3.6678 -6.3890 0.06 -0.11 -0.04 0.214
H 7.9603 -3.4589 2.3264 0.14 0.01 0.04 0.215
H -3.0105 1.9568 -1.6669 0.00 -0.05 -0.05 0.232
H 2.0438 -0.1235 3.5266 -0.12 -0.03 0.05 0.218
H -0.6483 -3.3366 -0.8448 -0.10 -0.07 0.03 0.239
H -0.7745 5.3177 -0.1940 0.05 0.03 0.00 0.211
H 4.4584 2.2828 0.9580 0.03 0.11 -0.06 0.209
H 2.2487 -3.8043 -1.6923 0.03 -0.11 -0.03 0.201
H -2.1102 2.9683 -2.7979 -0.01 -0.03 -0.02 0.224
H 1.7663 -3.8013 6.8189 0.00 -0.03 0.13 0.214
H -4.3715 -1.8549 1.7598 -0.13 0.04 0.10 0.206
H -0.4945 0.1830 -1.7306 -0.11 -0.02 0.06 0.435
H -3.5053 -2.6396 0.4322 -0.04 -0.05 0.04 0.237
H -0.4865 -6.4628 5.4528 -0.04 -0.12 -0.02 0.215
H -3.2028 5.8219 -0.2714 0.03 0.03 -0.01 0.184
H -2.4899 4.9737 -6.3896 0.05 -0.10 -0.05 0.210
H 7.3124 -2.7830 -0.5714 0.01 -0.07 -0.10 0.212
H -5.4187 4.8879 -7.4151 -0.02 0.04 -0.12 0.213
H -4.5150 3.5855 -2.8705 0.01 0.00 0.19 0.240
H 2.0324 -3.2900 0.6144 -0.15 0.01 -0.02 0.250
H 3.8100 -1.8394 3.5694 0.01 -0.11 0.07 0.232
H 0.8549 -4.1365 -2.7183 0.06 -0.05 -0.03 0.206
H 1.7615 1.6931 -0.0731 -0.06 0.01 0.21 0.244
H 0.2527 -4.8204 -0.5637 -0.03 0.03 0.03 0.222
H 0.0232 -0.8766 -3.7735 -0.05 -0.08 0.02 0.198
H -6.1329 6.8446 -5.1060 -0.12 -0.01 0.01 0.210
H -2.6025 -1.7607 1.6761 -0.06 -0.04 0.08 0.242
H 5.0267 -3.8913 0.0595 0.03 -0.07 -0.10 0.215
H -2.7943 0.7608 1.8070 0.07 0.04 0.11 0.235
H 1.9384 -2.0375 -3.3000 0.06 0.04 0.00 0.206
H -4.6255 7.7697 -5.1370 -0.03 0.06 -0.03 0.243
H 6.4322 -4.2465 2.7204 -0.06 -0.08 0.09 0.217
H 1.6636 -1.3826 -1.6935 0.09 0.07 -0.11 0.212
H -5.7504 -0.6669 -0.0722 -0.12 0.01 0.08 0.212
H -4.5578 0.5931 1.8986 -0.11 0.00 0.06 0.213
H 0.1538 -5.7688 6.9500 0.05 -0.02 0.11 0.213
H 4.3602 -2.2722 0.3154 -0.09 0.03 -0.07 0.211
H -3.8334 1.6311 0.6639 -0.05 0.17 -0.08 0.195
H 1.3369 2.1517 2.9274 -0.02 0.05 0.03 0.216
H -0.5199 -4.1461 1.8265 0.04 0.00 0.06 0.412
H 7.9861 -1.5892 0.5453 0.11 0.04 0.02 0.215
H -0.7636 -2.3591 -3.1864 0.06 0.11 -0.09 0.224
H -0.7783 4.9592 -1.9278 0.06 0.01 -0.03 0.216
H -3.2293 6.2020 -7.4273 -0.04 0.00 -0.14 0.212
H -0.5006 2.8739 1.3990 -0.10 0.03 -0.10 0.406
H 2.5238 -6.1732 6.0654 0.01 -0.05 0.13 0.214
H -4.7419 -1.3699 -1.3442 -0.05 -0.04 -0.03 0.239
```
Positions in Å, forces in eV/Å.

highest occupied orbital energy: -8.85 eV
LUMO: 0.6 eV
HOMO-LUMO gap: 9.41 eV
DFT total energy: -69891.656 eV